A) DFT (ωB97M-V/def2-TZVPD) results for an isolated molecule of C8H14N2.

Structure (XYZ):
```
24
Properties=species:S:1:pos:R:3:lowdin_charge:R:1
C -1.549 -0.075 0.092 -0.307
C -0.398 -0.674 0.161 0.055
C -1.554 1.472 -0.100 -0.118
C 0.760 -1.490 0.541 -0.188
C 1.969 -1.213 -0.422 -0.181
C -0.171 2.028 0.146 -0.153
C 2.872 0.013 0.065 -0.242
C -2.877 -0.678 0.066 -0.090
N 0.936 1.054 -0.080 -0.187
N 2.155 1.252 0.423 -0.023
H -1.773 1.819 -1.062 0.089
H -2.394 1.752 0.487 0.100
H 0.952 -1.197 1.509 0.094
H 0.643 -2.526 0.546 0.082
H 2.520 -2.154 -0.350 0.092
H 1.464 -1.188 -1.460 0.127
H 0.132 3.003 -0.326 0.139
H 0.023 2.163 1.143 0.081
H 3.567 -0.398 0.946 0.134
H 3.554 0.178 -0.782 0.080
H -3.520 -0.373 1.033 0.133
H -2.876 -1.692 -0.008 0.024
H -3.581 -0.508 -0.840 0.112
H 0.840 0.890 -1.100 0.146
```

The value obtained for the gap between HOMO and LUMO (spin up / spin down) is 0.2941 / 0.2609 Ha. The LUMO energy (spin up / spin down) is 0.0310 / 0.0302 hartree.

---

B) DFT (ωB97M-V/def2-TZVPD) results for an isolated molecule of C8H14N2.

Structure (XYZ):
```
24
Properties=species:S:1:pos:R:3:lowdin_charge:R:1
C -0.847 1.397 -1.565 -0.055
C -0.077 0.970 -0.325 -0.526
C 1.444 1.298 -0.428 -0.006
C -0.774 1.716 0.842 -0.035
N -0.120 -0.495 -0.182 0.018
C -0.082 -1.456 -1.139 -0.159
C -0.155 -2.716 -0.692 -0.104
C -0.063 -2.686 0.706 -0.066
C -0.103 -1.410 1.044 -0.263
N 0.169 -0.752 2.287 0.063
H -1.875 1.583 -1.368 0.063
H -0.605 2.354 -2.029 0.084
H -0.915 0.589 -2.391 0.095
H 1.547 2.101 -1.134 0.068
H 1.787 1.492 0.617 0.086
H 1.935 0.382 -0.752 0.081
H -0.098 1.676 1.683 0.057
H -0.907 2.693 0.445 0.074
H -1.700 1.337 1.180 0.076
H -0.144 -1.154 -2.217 0.123
H 0.050 -3.464 -1.316 0.054
H 0.040 -3.494 1.368 0.096
H 0.367 -1.538 2.956 0.098
H 1.125 -0.423 2.410 0.075
```

The value obtained for the gap between HOMO and LUMO is 0.3084 Ha. The LUMO energy is 0.0321 hartree. Its SMILES is CC(C)(C)n1cccc1N.

---

So which one wins? Going from most stable to least: B), A).